# C2H5NO

A structure of composition C2H5NO at a distorted geometry (the ωB97M-V functional and the def2-TZVPD basis, OMol25).

Properties
ΔE to the lowest compared entry with this formula, charge and spin   51.02 kcal per mole
HOMO energy   -9.94 eV
Charge   0
Multiplicity   1
F_max   8.65 eV/A

Atoms and positions in Å:
C 1.11484 -0.02880 -0.08803
C -0.29837 0.54069 -0.11320
H 1.20413 -1.10325 -0.41710
H 1.49735 0.14614 0.92571
H 1.68285 0.60113 -0.81938
H -1.10935 -1.39571 0.60476
H -2.30365 -0.13965 0.25340
N -1.30174 -0.37280 -0.28532
O -0.48606 1.75224 -0.06083